Entry 1:
27
Properties=species:S:1:pos:R:3:nbo_charge:R:1 method="wB97M-V/def2-TZVPD" homo_lumo_gap_ev=9.9293 e_lumo_ev=-0.7 spin_multiplicity=1 charge=0
C 2.978 1.383 1.516 -0.59
C 1.585 0.751 1.426 -0.81
B 0.412 1.714 1.762 1.17
O 0.600 2.892 2.401 -0.87
O -0.934 1.394 1.416 -1.00
P -1.633 0.097 1.957 2.56
O -1.496 -0.172 3.382 -1.08
O -3.117 0.242 1.436 -0.98
O -1.008 -1.031 0.977 -0.91
Br -0.628 -2.659 1.679 0.37
H 3.757 0.651 1.300 0.20
H 3.084 2.222 0.827 0.20
H 3.155 1.768 2.521 0.21
H 1.417 0.257 0.466 0.24
H 1.520 -0.054 2.175 0.24
H -0.234 3.299 2.669 0.50
H -3.162 0.508 0.504 0.53
C -0.942 -1.661 -3.726 -0.13
C 0.051 -1.968 -2.620 0.45
O 0.025 -0.780 -1.854 -0.49
C -1.172 -0.170 -2.045 0.99
O -1.585 0.720 -1.380 -0.58
O -1.821 -0.731 -3.087 -0.48
F 1.303 -2.171 -3.089 -0.32
H -0.435 -1.171 -4.558 0.21
H -1.501 -2.522 -4.078 0.21
H -0.220 -2.807 -1.977 0.16

---

Entry 2:
11
Properties=species:S:1:pos:R:3:nbo_charge:R:1 method="wB97M-V/def2-TZVPD" homo_lumo_gap_ev=10.9532 smiles=Cc1cn[nH]n1 relative_energy_kcal_mol=17.7 e_lumo_ev=1.2 spin_multiplicity=1 charge=0
C -1.629 -0.421 -0.004 -0.64
C -0.170 -0.092 0.018 0.09
N 0.743 -0.953 0.466 -0.25
N 1.881 -0.299 0.319 -0.16
N 1.809 0.919 -0.179 -0.23
C 0.505 1.078 -0.382 -0.11
H -1.889 -1.065 0.840 0.23
H -2.228 0.491 0.059 0.22
H -1.906 -0.950 -0.922 0.23
H 2.763 -0.707 0.589 0.40
H 0.121 1.998 -0.803 0.22

---

Entry 3:
38
Properties=species:S:1:pos:R:3:nbo_charge:R:1 method="wB97M-V/def2-TZVPD" homo_lumo_gap_ev="7.9825 / 8.2917" relative_energy_kcal_mol=4.4 e_lumo_ev="-4.3 / -4.0" spin_multiplicity=4 charge=+1
Cr -0.364 -0.375 0.297 1.43
O 4.224 1.961 -2.651 -0.61
C 3.170 1.485 -1.993 0.39
C 1.952 2.180 -1.905 -0.28
C 0.928 1.592 -1.198 0.15
N 1.109 0.404 -0.628 -0.45
C 2.250 -0.284 -0.691 0.13
C 3.324 0.229 -1.376 -0.25
C 2.132 -1.615 0.052 0.75
O 3.049 -2.390 0.096 -0.54
O 0.940 -1.768 0.575 -0.72
C -0.483 2.124 -0.949 0.75
O -0.839 3.183 -1.389 -0.54
O -1.191 1.286 -0.233 -0.73
H 4.047 2.827 -3.041 0.50
H 1.799 3.146 -2.367 0.26
H 4.256 -0.314 -1.438 0.27
N -1.813 -2.698 -2.888 -0.49
C -0.801 -2.130 -2.217 0.29
N -1.226 -1.357 -1.242 -0.55
C -2.621 -1.418 -1.275 0.14
C -3.576 -0.776 -0.489 -0.23
C -4.899 -1.054 -0.764 -0.19
C -5.269 -1.931 -1.797 -0.18
C -4.331 -2.553 -2.594 -0.22
C -2.999 -2.276 -2.309 0.10
H -1.710 -3.329 -3.665 0.44
H 0.235 -2.315 -2.450 0.23
H -3.310 -0.053 0.275 0.23
H -5.674 -0.574 -0.183 0.23
H -6.319 -2.114 -1.977 0.23
H -4.620 -3.217 -3.396 0.24
Cl 1.543 2.051 4.875 0.12
C 0.032 1.151 4.690 -0.24
Cl -1.370 2.181 5.000 0.12
Cl 0.008 -0.284 5.721 0.13
C -0.046 0.700 3.298 0.46
N -0.106 0.349 2.211 -0.39

---

Entry 4:
20
Properties=species:S:1:pos:R:3:nbo_charge:R:1 method="wB97M-V/def2-TZVPD" homo_lumo_gap_ev=9.3481 smiles="C=CC/C=C(/P)C(=O)OP" relative_energy_kcal_mol=9.7 e_lumo_ev=0.2 spin_multiplicity=1 charge=0
C 3.509 -0.704 -0.159 -0.40
C 2.550 -1.374 -0.678 -0.16
C -1.893 -0.211 0.015 0.75
C 1.120 -1.205 -0.050 -0.52
C 0.560 0.145 -0.023 -0.07
C -0.707 0.622 0.121 -0.40
O -2.018 -1.387 -0.178 -0.58
O -3.003 0.477 0.399 -0.81
P -1.259 2.382 0.307 0.36
P -4.593 -0.057 0.477 0.66
H 4.563 -0.837 -0.441 0.21
H 3.267 -0.225 0.815 0.19
H 2.676 -1.974 -1.558 0.21
H 1.082 -1.686 1.023 0.25
H 0.396 -1.863 -0.635 0.26
H 1.248 0.956 0.174 0.20
H -1.857 2.500 -0.980 -0.02
H 0.068 2.697 -0.119 -0.05
H -4.210 -1.054 -0.442 -0.03
H -5.198 0.721 -0.516 -0.06